{"formula": "C5H11N", "method": "ωB97M-V/def2-TZVPD", "elements": ["H", "N", "H", "H", "C", "H", "C", "H", "H", "H", "C", "C", "H", "H", "C", "H", "H"], "positions_angstrom": [[0.732, 1.718, -0.613], [0.130, -1.394, 2.788], [-1.613, 0.586, -2.165], [-0.713, -0.885, 2.972], [0.306, 1.023, -1.336], [0.764, -1.325, 3.568], [-0.081, -0.653, 0.541], [-1.717, 1.250, -0.551], [0.271, -1.181, -1.535], [-1.272, 2.422, -1.814], [0.725, -1.033, 1.549], [-1.220, 1.376, -1.517], [-1.126, -0.936, 0.516], [0.871, 1.164, -2.254], [0.548, -0.417, -0.810], [1.749, -1.344, 1.401], [1.647, -0.370, -0.739]], "forces_ev_per_angstrom": [[0.08, 0.00, 0.14], [1.21, -0.13, -0.28], [-0.40, 0.74, -0.41], [-0.26, 0.14, 0.07], [-1.44, -0.17, 0.27], [-0.06, -0.05, 0.09], [1.91, -1.21, -1.01], [0.03, 0.18, -0.08], [-0.14, 0.03, -0.18], [-0.57, -0.25, -0.50], [-2.52, -0.49, 0.41], [1.87, -0.90, 0.70], [-0.26, 0.71, 0.59], [-0.14, 0.03, -0.31], [0.60, 1.56, 0.07], [0.30, 0.65, 0.15], [-0.20, -0.83, 0.27]], "e_homo_ev": -8.02, "molar_mass_g_mol": 85.15, "multiplicity": 1, "homo_lumo_gap_ha": 0.33896, "total_energy_ev": -6852.4449, "total_charge": 0}

{"formula": "C18H27N3S", "method": "ωB97M-V/def2-TZVPD", "elements": ["H", "H", "C", "H", "H", "H", "C", "H", "H", "C", "C", "C", "H", "C", "C", "C", "H", "C", "C", "N", "H", "C", "H", "N", "H", "H", "N", "H", "H", "S", "H", "H", "H", "C", "H", "H", "C", "H", "H", "C", "H", "C", "H", "H", "C", "C", "C", "H", "H"], "positions_angstrom": [[0.472, -2.604, -3.017], [-1.027, -3.277, -0.806], [-2.418, 5.857, 1.506], [-0.199, 3.437, -0.724], [-0.391, 5.810, -1.327], [-1.737, -0.449, 2.772], [-0.967, -0.383, -0.007], [0.085, -4.463, -0.257], [-2.885, 6.582, 1.895], [-0.818, 4.112, 0.002], [-0.419, 0.214, 1.130], [1.395, -2.799, -0.995], [1.520, 0.027, 2.257], [2.363, -3.527, -0.345], [-1.418, 3.776, 1.132], [-1.537, 6.309, 0.243], [-2.729, 4.221, 2.908], [1.965, -0.452, 0.383], [-0.130, -3.483, -0.302], [-0.257, 1.667, 0.816], [0.874, -4.719, -3.743], [-0.036, -0.427, -1.283], [0.584, -1.628, 1.866], [-1.126, 0.254, 2.465], [1.559, -5.168, -2.243], [3.319, -2.910, -0.649], [-1.448, 2.277, 1.493], [2.424, -3.168, 0.551], [-0.142, -3.243, 0.933], [-3.021, 1.893, 3.404], [0.056, 0.630, -1.559], [2.310, 0.322, 0.186], [2.832, -1.144, 0.566], [1.347, -1.271, -0.887], [2.043, -2.820, -3.107], [-1.381, -1.377, 0.414], [-2.088, 4.694, 1.678], [0.985, 2.011, 1.490], [-0.621, -0.924, -2.029], [-0.818, 5.525, -0.464], [2.426, -4.462, -0.623], [-1.859, 1.554, 2.477], [-2.050, 0.278, -0.205], [1.915, -0.782, -1.788], [1.116, -3.129, -2.479], [0.947, -4.601, -2.715], [0.974, -0.647, 1.659], [-1.751, 7.401, -0.213], [-0.241, -4.998, -2.461]], "forces_ev_per_angstrom": [[-3.67, 2.47, -1.30], [-1.10, 0.51, -0.53], [6.03, 4.72, -9.71], [-1.48, 0.91, 1.89], [1.66, 0.68, -2.78], [-0.84, -1.35, 0.18], [-5.73, -1.53, -2.29], [0.45, -3.59, -0.30], [-3.83, 4.60, 3.52], [3.88, 0.70, -5.11], [3.92, 0.96, 5.74], [-9.58, 2.21, -2.23], [-0.28, 0.02, 2.38], [5.42, 4.44, -3.01], [3.10, -8.02, -3.02], [-5.85, 6.43, 2.75], [1.91, 1.00, -3.64], [-6.08, -18.74, 2.90], [3.32, 4.13, 3.72], [3.13, 0.35, 3.08], [0.68, -0.78, -2.05], [-0.55, -1.89, 3.08], [0.72, -0.17, 0.47], [-0.57, 4.25, -1.87], [4.05, -3.88, 2.68], [-0.60, -1.72, -0.25], [5.04, 3.16, -4.35], [-0.17, 0.42, 6.25], [-0.32, -0.19, -3.43], [-4.67, 0.91, 4.25], [0.87, -0.41, -0.06], [4.79, 13.26, -3.05], [-0.18, 0.94, 0.34], [0.31, 5.50, -1.83], [-0.58, -0.53, 1.15], [0.72, 1.08, -1.47], [-6.74, -4.92, 13.05], [-4.41, -0.73, -1.79], [-0.08, -0.33, -0.65], [0.06, -5.91, 2.16], [0.52, -4.87, -0.52], [3.13, -4.51, -0.96], [2.85, -1.79, 0.06], [-0.01, -1.52, 1.34], [5.75, -2.05, 1.23], [-8.28, 2.75, -1.49], [-0.59, 4.20, -5.76], [0.63, -2.29, 1.39], [3.26, 1.13, -0.17]], "e_homo_ev": -7.85, "molar_mass_g_mol": 317.50, "multiplicity": 1, "homo_lumo_gap_ha": 0.30127, "total_energy_ev": -34393.0648, "total_charge": 0}

{"formula": "C5H13NS", "method": "ωB97M-V/def2-TZVPD", "elements": ["H", "S", "C", "H", "C", "C", "C", "N", "H", "H", "H", "H", "H", "H", "C", "H", "H", "H", "H", "H"], "positions_angstrom": [[0.003, 1.320, -0.889], [-1.476, 2.391, 0.655], [0.297, -0.120, 1.320], [1.105, -1.715, -0.449], [1.062, 1.048, 0.740], [-0.537, -0.822, 0.201], [0.128, 1.948, 0.009], [0.238, -1.255, -0.857], [-1.220, -1.337, -2.481], [1.581, 1.663, 1.396], [1.014, -0.749, 1.842], [-1.002, -1.734, 0.768], [-0.241, 3.365, 2.092], [-0.484, 0.188, 2.005], [-0.570, -2.032, -1.888], [0.134, -2.539, -2.632], [-1.337, -0.177, -0.069], [1.832, 0.583, 0.068], [-1.219, -2.905, -1.511], [0.693, 2.879, -0.320]], "forces_ev_per_angstrom": [[-0.76, 0.75, -0.34], [2.74, 1.89, 2.88], [-0.52, 0.09, -0.48], [-1.67, 0.23, -1.31], [-0.30, -1.31, -0.49], [-0.15, -1.92, 4.16], [1.19, 0.68, -3.03], [1.24, -1.67, -2.33], [0.59, -0.47, 0.75], [1.10, 0.69, 2.02], [-0.21, -0.59, -0.02], [0.15, 1.29, -0.82], [-2.49, -1.51, -2.10], [0.22, 0.25, 0.51], [1.17, -0.89, -0.30], [-0.76, 0.90, 0.97], [-0.74, 0.43, -0.51], [-0.67, 0.83, 0.13], [0.80, 1.39, 0.05], [-0.93, -1.07, 0.27]], "e_homo_ev": -8.74, "molar_mass_g_mol": 119.23, "multiplicity": 1, "homo_lumo_gap_ha": 0.27415, "total_energy_ev": -17717.0757, "total_charge": 0}

{"formula": "C5H2O", "method": "ωB97M-V/def2-TZVPD", "elements": ["H", "C", "C", "C", "C", "H", "O", "C"], "positions_angstrom": [[2.441, -0.249, -0.099], [0.200, -0.685, -0.180], [-1.087, -0.029, 0.007], [2.058, 1.228, 0.291], [-2.167, 0.485, 0.155], [-3.130, 0.934, 0.283], [0.297, -1.853, -0.482], [1.386, 0.169, 0.025]], "forces_ev_per_angstrom": [[0.08, -0.08, -0.02], [0.02, -0.39, -0.10], [-0.54, 0.28, 0.08], [-0.40, -0.48, -0.12], [0.55, -0.24, -0.07], [0.21, -0.09, -0.02], [-0.05, 0.51, 0.13], [0.12, 0.49, 0.13]], "e_homo_ev": -11.07, "molar_mass_g_mol": 78.07, "multiplicity": 1, "homo_lumo_gap_ha": 0.37790, "total_energy_ev": -7258.4336, "total_charge": 0}